1.
Here is a 2-piece molecular cluster, C10H16O overall in a non-equilibrium geometry from OMol25. Energies are from the ωB97M-V functional and the def2-TZVPD basis.

The HOMO energy is -8.3 eV. For the HOMO-LUMO gap, the calculation gives 9.1 eV. The lowest unoccupied orbital energy is 0.804 eV. The SMILES is CCc1ccc(O)cc1.CC.

The geometry in ORCA input format:
```
! wB97M-V def2-TZVPD RIJCOSX def2/J DEFGRID3
* xyz 0 1
C 0.462 3.209 1.757
C 0.628 2.096 0.714
C 0.010 0.775 1.088
C -1.201 0.428 0.520
C -1.780 -0.835 0.713
C -1.141 -1.735 1.536
O -1.389 -3.074 1.545
C 0.008 -1.330 2.228
C 0.593 -0.106 2.004
H -0.459 3.123 2.339
H 0.400 4.182 1.260
H 1.267 3.244 2.480
H 0.405 2.386 -0.309
H 1.706 1.955 0.639
H -1.668 1.068 -0.214
H -2.592 -1.078 0.045
H -1.985 -3.406 0.860
H 0.363 -2.071 2.940
H 1.486 0.182 2.551
C 0.553 -0.647 -3.696
C 0.718 -1.575 -2.478
H -0.480 -0.272 -3.684
H 1.053 0.292 -3.559
H 0.666 -1.187 -4.632
H 1.349 -1.166 -1.690
H -0.218 -2.008 -2.136
H 1.247 -2.451 -2.822
*
```

Atom charges from the Löwdin analysis, given in e for atoms 1 to 5: atom 1 (C): -0.096, atom 2 (C): -0.219, atom 3 (C): -0.259, atom 4 (C): -0.045, atom 5 (C): -0.027



2.
Here is a 6-piece molecular cluster, C44H57BClN4O4S overall in a non-equilibrium geometry from OMol25. Energies are from the ωB97M-V functional and the def2-TZVPD basis.

The HOMO energy is -10.6 eV. For the HOMO-LUMO gap, the calculation gives 6.1 eV. The lowest unoccupied orbital energy is -4.495 eV.

The geometry in ORCA input format:
```
! wB97M-V def2-TZVPD RIJCOSX def2/J DEFGRID3
* xyz 1 1
C -4.567 0.387 1.093
C -3.586 0.424 2.130
C -2.589 0.206 3.401
N -1.370 -0.637 3.171
C -0.292 0.348 3.673
N 0.201 0.439 4.977
B -0.277 -0.520 6.091
N -1.735 -0.807 6.414
O 0.846 -1.204 6.826
N 0.118 1.200 2.454
Cl 1.848 1.487 2.625
C -0.324 0.521 1.178
C 0.637 0.534 -0.149
C 1.068 2.021 -0.687
C 2.732 2.176 -0.639
C 0.622 2.355 -2.232
C -0.883 -0.901 1.772
S 0.739 -1.843 2.147
C -1.629 -1.982 0.795
O -0.861 -3.202 0.503
C -0.396 -3.189 -0.913
O -1.475 -3.655 -1.824
C -0.887 -4.377 -2.986
C -1.037 -6.008 -2.648
O 0.194 -6.550 -2.006
H -5.490 0.232 0.353
H -3.208 -0.311 4.280
H -2.266 1.264 3.813
H 0.912 1.148 5.280
H -1.738 -1.301 7.357
H -2.026 -1.525 5.684
H 1.201 -1.867 6.134
H -1.244 1.168 0.816
H 0.004 0.035 -1.030
H 1.604 -0.143 -0.047
H 0.587 2.809 0.041
H 3.156 2.810 -1.530
H 3.285 1.147 -0.561
H 3.019 2.777 0.352
H 0.111 3.431 -2.257
H -0.178 1.581 -2.612
H 1.558 2.328 -2.937
H 1.450 -2.075 0.955
H -2.613 -2.341 1.363
H -1.894 -1.457 -0.218
H 0.586 -3.864 -0.982
H -0.079 -2.129 -1.296
H 0.250 -4.076 -3.168
H -1.494 -4.068 -3.958
H -1.322 -6.584 -3.643
H -1.920 -6.186 -1.874
H 0.245 -6.274 -1.041
C 2.054 7.196 5.503
C 3.118 6.295 5.550
C 2.993 5.036 4.964
C 1.806 4.681 4.320
C 0.744 5.584 4.270
C 0.866 6.839 4.865
H 2.151 8.175 5.964
H 4.044 6.573 6.046
H 3.819 4.331 5.007
H 1.711 3.702 3.859
H -0.179 5.308 3.767
H 0.037 7.540 4.830
C -2.903 9.598 2.394
C -1.547 9.282 2.461
C -1.094 8.046 1.998
C -1.998 7.131 1.458
C -3.354 7.448 1.388
C -3.807 8.680 1.859
H -3.256 10.559 2.758
H -0.842 9.998 2.875
H -0.038 7.797 2.057
H -1.644 6.170 1.093
H -4.057 6.735 0.966
H -4.865 8.925 1.809
C 1.172 -6.828 -5.947
C 1.697 -6.716 -7.234
C 3.026 -6.335 -7.415
C 3.834 -6.076 -6.308
C 3.310 -6.192 -5.020
C 1.978 -6.563 -4.839
H 0.135 -7.121 -5.806
H 1.069 -6.924 -8.097
H 3.433 -6.242 -8.418
H 4.872 -5.785 -6.448
H 3.941 -5.992 -4.157
H 1.569 -6.648 -3.837
C -1.064 -7.591 1.657
C -2.059 -8.351 1.043
C -1.948 -9.741 0.997
C -0.846 -10.371 1.575
C 0.147 -9.612 2.192
C 0.041 -8.222 2.230
H -1.149 -6.508 1.690
H -2.921 -7.860 0.598
H -2.720 -10.332 0.512
H -0.762 -11.454 1.543
H 1.005 -10.103 2.644
H 0.817 -7.630 2.707
C 1.336 4.123 -6.903
C 0.183 4.786 -7.320
C -0.484 5.644 -6.447
C 0.009 5.848 -5.158
C 1.165 5.188 -4.741
C 1.827 4.322 -5.612
H 1.854 3.451 -7.583
H -0.198 4.632 -8.327
H -1.387 6.155 -6.770
H -0.507 6.521 -4.478
H 1.550 5.347 -3.737
H 2.724 3.803 -5.286
*
```

Atom charges from the Löwdin analysis, given in e for atoms 1 to 5: atom 1 (C): 0.106, atom 2 (C): -0.054, atom 3 (C): -0.171, atom 4 (N): -0.075, atom 5 (C): -0.225



3.
Here is an isolated ion of composition C5H8NO and charge +1 in a non-equilibrium geometry from OMol25. Energies are from the ωB97M-V functional and the def2-TZVPD basis.

The HOMO energy (alpha / beta) is -14.5 / -14.9 eV. For the HOMO-LUMO gap (alpha / beta), the calculation gives 7.9 / 8.1 eV. The lowest unoccupied orbital energy (alpha / beta) is -6.619 / -6.804 eV. The SMILES is CC1=C([N+](C)=O)C1.

The geometry in ORCA input format:
```
! wB97M-V def2-TZVPD RIJCOSX def2/J DEFGRID3
* xyz 1 1
C -1.581 -1.526 0.237
C -0.227 -1.027 0.368
C 0.731 0.047 0.172
N 0.940 1.287 -0.148
C -0.036 1.972 -0.932
O 1.991 1.811 0.172
C 1.172 -1.151 0.918
H -1.547 -2.049 -0.693
H -2.225 -0.624 0.090
H -1.863 -2.251 1.038
H 0.346 3.051 -0.972
H -0.963 1.968 -0.497
H -0.123 1.484 -1.977
H 1.529 -1.183 1.851
H 1.856 -1.810 0.374
*
```

Atom charges from the Löwdin analysis, given in e for atoms 1 to 5: atom 1 (C): 0.015, atom 2 (C): 0.041, atom 3 (C): -0.088, atom 4 (N): -0.225, atom 5 (C): 0.057



4.
Here is a 2-piece molecular cluster, C9H13O overall in a non-equilibrium geometry from OMol25. Energies are from the ωB97M-V functional and the def2-TZVPD basis.

The HOMO energy (alpha / beta) is -6.7 / -8.5 eV. For the HOMO-LUMO gap (alpha / beta), the calculation gives 7.2 / 8.3 eV. The lowest unoccupied orbital energy (alpha / beta) is 0.592 / -0.245 eV. As for the expectation value of S²: 0.804.

The geometry in ORCA input format:
```
! wB97M-V def2-TZVPD RIJCOSX def2/J DEFGRID3
* xyz 0 2
C 1.872 0.670 1.652
C 1.020 -0.191 0.785
C -0.230 0.338 0.260
C -1.026 -0.561 -0.565
C -0.592 -1.846 -0.817
C 0.614 -2.327 -0.290
C 1.405 -1.485 0.500
C -2.341 -0.099 -1.097
C -0.872 1.395 0.928
H 2.785 0.129 1.925
H 2.171 1.585 1.124
H 1.371 0.969 2.580
H -1.217 -2.498 -1.433
H 0.934 -3.346 -0.497
H 2.349 -1.852 0.912
H -2.774 -0.879 -1.734
H -3.066 0.121 -0.304
H -2.226 0.808 -1.706
H -1.889 1.658 0.663
H -0.339 1.949 1.692
H 0.440 2.519 -1.228
O 0.590 1.560 -1.250
H 1.020 1.383 -2.100
*
```

Atom charges from the Löwdin analysis, given in e for atoms 1 to 5: atom 1 (C): -0.064, atom 2 (C): -0.242, atom 3 (C): -0.295, atom 4 (C): -0.241, atom 5 (C): -0.064